(1)
Formula: C39H32ClCoN2O5P
Source: the OMol25 dataset
Level of theory: ωB97M-V/def2-TZVPD

Each line ends with the Mulliken spin population.
Atoms and positions in Å:
Co  0.9813  -0.4469  0.3420  1.09
O  4.7482  -0.2685  4.7670  0.00
C  3.6064  -0.6633  5.2751  0.00
O  3.4862  -0.9430  6.4425  0.00
C  2.4187  -0.7029  4.3604  0.00
C  1.1062  -0.8622  4.7967  0.00
Cl  0.6600  -1.2173  6.3894  0.00
N  0.2670  -0.7335  3.7273  0.00
N  1.0057  -0.5327  2.6169  0.02
C  2.2854  -0.5084  2.9672  0.01
C  3.3258  -0.3520  1.8868  -0.01
O  4.5143  -0.2544  2.1957  0.00
O  2.8803  -0.3600  0.7063  0.00
C  -1.1476  -0.7560  3.6522  0.00
C  -1.9660  -0.8852  4.7720  0.00
C  -3.3406  -0.9527  4.6214  0.00
C  -3.9284  -0.8924  3.3710  0.00
C  -3.1247  -0.7116  2.2602  0.00
C  -1.7525  -0.6306  2.4004  0.00
H  4.7594  -0.1962  3.7590  0.00
H  -1.5548  -0.9339  5.7621  0.00
H  -3.9563  -1.0584  5.5002  0.00
H  -4.9973  -0.9846  3.2607  0.00
H  -3.5605  -0.6305  1.2753  0.00
H  -1.1459  -0.4764  1.5220  -0.01
C  5.2871  -3.0738  -1.8121  0.00
C  4.2932  -3.3525  -0.8876  0.00
C  3.0447  -2.7734  -1.0104  0.00
C  2.7753  -1.9166  -2.0693  0.00
C  3.7759  -1.6407  -2.9991  0.00
C  5.0245  -2.2208  -2.8702  0.00
P  1.2215  -0.9519  -2.1554  0.00
C  0.8765  -1.1157  -3.9577  0.01
C  0.8802  -2.3725  -4.5611  0.00
C  0.5373  -2.4985  -5.8936  0.00
C  0.2067  -1.3756  -6.6362  0.00
C  0.2124  -0.1247  -6.0449  0.00
C  0.5374  0.0027  -4.7053  0.00
C  -0.0525  -2.0868  -1.4938  0.00
C  -1.0546  -2.7616  -2.1770  -0.01
C  -1.9235  -3.5661  -1.4589  0.00
C  -1.7653  -3.7135  -0.0903  -0.01
C  -0.8022  -2.9893  0.5964  0.01
C  0.0222  -2.1099  -0.0933  -0.14
H  6.2689  -3.5116  -1.7035  0.00
H  4.4952  -4.0178  -0.0619  0.00
H  2.2783  -2.9700  -0.2696  0.00
H  3.5824  -0.9645  -3.8206  0.00
H  5.8024  -1.9898  -3.5840  0.00
H  1.1472  -3.2467  -3.9826  0.00
H  0.5191  -3.4746  -6.3553  0.00
H  -0.0497  -1.4772  -7.6791  0.00
H  -0.0425  0.7515  -6.6225  0.00
H  0.5402  0.9751  -4.2305  0.00
H  -1.1677  -2.6536  -3.2464  0.00
H  -2.7274  -4.0769  -1.9732  0.00
H  -2.4216  -4.3727  0.4577  0.00
H  -0.7148  -3.1037  1.6669  0.00
C  -4.1841  6.1800  0.9239  0.00
C  -3.1395  5.1656  0.5750  0.00
C  -2.4682  4.4408  1.5498  0.00
C  -1.5333  3.4708  1.2270  0.00
C  -0.8428  2.7433  2.3313  0.00
C  -1.2588  3.1931  -0.1350  0.01
C  -0.4090  2.1052  -0.5344  -0.01
O  0.0352  1.2287  0.2317  0.02
C  -1.8848  3.9839  -1.1338  0.00
C  -1.5872  3.8112  -2.5942  0.00
C  -2.8096  4.9356  -0.7591  0.00
H  -4.3002  6.2722  2.0007  0.00
H  -5.1470  5.8990  0.4956  0.00
H  -3.9195  7.1560  0.5178  0.00
H  -2.6940  4.6251  2.5912  0.00
H  -0.9447  3.2830  3.2690  0.00
H  0.2131  2.6080  2.1157  0.00
H  -1.2802  1.7534  2.4515  0.00
H  -0.1798  2.0337  -1.6064  0.00
H  -1.8574  2.8117  -2.9341  0.00
H  -0.5278  3.9742  -2.7912  0.00
H  -2.1553  4.5341  -3.1771  0.00
H  -3.3045  5.5222  -1.5202  0.00

spin multiplicity = 2
expectation value of S² = 0.83
gap between HOMO and LUMO (spin up / spin down) = 6.74 / 6.85 eV
HOMO energy (spin up / spin down) = -8.013 / -8.053 eV



(2)
Formula: C39H32ClFeN2O2S
Source: the OMol25 dataset
Level of theory: ωB97M-V/def2-TZVPD

Each line ends with the Mulliken spin population.
Atoms and positions in Å:
Fe  0.3253  -0.0663  -0.0989  3.74
Cl  1.6643  2.4875  6.4939  0.02
C  1.7096  1.8978  4.8593  0.23
C  2.8304  1.9904  4.1122  -0.10
C  2.8986  1.5759  2.7427  0.44
C  1.8503  0.8860  2.1155  -0.31
O  1.9788  0.3373  0.9351  0.01
C  0.6942  0.7630  2.9080  0.28
C  -0.8396  -1.3387  2.5481  0.00
N  -0.4111  -1.6581  1.3841  -0.03
C  -0.8788  -2.8178  0.7386  0.04
C  -1.4052  -3.9134  1.3756  -0.02
C  -1.8337  -5.0437  0.6501  0.01
C  -1.7174  -5.0873  -0.7080  -0.02
C  -1.1397  -3.9968  -1.3999  0.00
C  -0.9605  -3.9852  -2.8029  0.01
C  -0.3756  -2.9105  -3.4034  0.00
C  0.0456  -1.8320  -2.6008  0.01
N  -0.1126  -1.8105  -1.2997  0.03
C  -0.7069  -2.8672  -0.6791  -0.02
C  0.4403  1.5050  4.1996  0.09
H  3.7231  2.4060  4.5645  -0.01
H  3.8403  1.6581  2.2138  0.04
H  -1.6387  -1.9007  3.0342  0.00
H  -1.4769  -3.9301  2.4549  0.00
H  -2.2511  -5.8847  1.1875  0.00
H  -2.0460  -5.9534  -1.2682  0.00
H  -1.2912  -4.8382  -3.3833  0.00
H  -0.2251  -2.8711  -4.4728  0.00
H  0.5255  -0.9603  -3.0316  0.01
H  -0.1755  2.4038  4.0368  0.02
C  -0.2855  -0.2120  3.2563  0.08
C  -0.4915  0.3211  4.5272  0.18
C  -1.3048  0.0196  5.6756  -0.04
C  -1.5997  1.0222  6.6088  0.09
C  -2.3921  0.7517  7.7103  -0.04
C  -2.9001  -0.5246  7.9136  0.09
C  -2.6003  -1.5346  7.0073  -0.05
C  -1.8097  -1.2692  5.9043  0.09
H  -1.2019  2.0169  6.4590  0.00
H  -2.6128  1.5414  8.4168  0.00
H  -3.5160  -0.7350  8.7780  0.01
H  -2.9754  -2.5369  7.1701  0.00
H  -1.5488  -2.0741  5.2294  0.01
C  -1.4680  1.0424  -0.0759  0.10
C  -1.5301  2.0717  -1.1286  -0.03
C  -1.8600  1.7514  -2.4548  0.01
C  -1.8981  2.7124  -3.4518  -0.01
C  -1.6018  4.0411  -3.1673  0.02
C  -1.2591  4.3805  -1.8643  -0.01
C  -1.2172  3.4151  -0.8691  0.01
H  -2.2659  0.3020  -0.2082  -0.01
H  -1.5730  1.4848  0.9191  -0.01
H  -2.1041  0.7212  -2.6959  0.00
H  -2.1706  2.4251  -4.4608  0.00
H  -1.6452  4.7953  -3.9425  0.00
H  -1.0293  5.4108  -1.6175  0.00
H  -0.9538  3.7004  0.1439  0.00
C  7.8760  1.6709  -0.1816  0.00
C  6.4118  1.8038  -0.5003  0.00
C  5.7019  0.7434  -1.0557  0.00
C  4.3440  0.8471  -1.3176  0.00
C  3.6944  2.0309  -1.0274  0.00
C  4.3720  3.0996  -0.4611  0.00
C  5.7292  2.9832  -0.2097  0.00
S  1.9380  2.1778  -1.2985  0.01
C  1.9922  3.1319  -2.8116  0.00
O  1.4605  0.8181  -1.7696  0.04
H  8.3354  0.8726  -0.7633  0.00
H  8.0208  1.4370  0.8752  0.00
H  8.4111  2.5976  -0.3892  0.00
H  6.2183  -0.1835  -1.2758  0.00
H  3.7776  0.0171  -1.7183  0.00
H  3.8436  4.0103  -0.2017  0.00
H  6.2647  3.8157  0.2315  0.00
H  2.5706  2.5763  -3.5481  0.00
H  2.4501  4.0981  -2.6020  0.00
H  0.9591  3.2660  -3.1303  0.00

spin multiplicity = 6
expectation value of S² = 8.88
gap between HOMO and LUMO (spin up / spin down) = 5.31 / 5.96 eV
HOMO energy (spin up / spin down) = -6.241 / -6.730 eV



Summary of total energy in hartree
-4175.37180, -3887.35939
(order as listed above)
Summary of ΔE to the lowest compared entry with this formula, charge and spin in kJ/mol
0.00, 55.64
(order as listed above)
Summary of maximum force in Eh/bohr
0.05504, 0.00153
(order as listed above)